Entry 1:
{
  "formula": "C3H7N2",
  "method": "ωB97M-V with the def2-TZVPD basis set",
  "symbols": ["C", "C", "C", "N", "N", "H", "H", "H", "H", "H", "H", "H"],
  "positions_angstrom": [[0.45243, -0.03073, -0.46944], [1.53930, 0.47895, 0.32308], [-1.49683, -0.18107, 1.05717], [-0.80292, -0.21251, -0.06409], [0.60997, -0.31779, -1.76128], [1.36989, 0.62227, 1.38250], [2.30585, 0.88123, -0.27883], [-2.48409, -0.54732, 0.86156], [-0.94858, -0.70957, 1.97918], [-1.64143, 0.77037, 1.51340], [1.32080, -0.03023, -2.36152], [-0.22438, -0.72361, -2.18173]],
  "forces_ev_per_angstrom": [[0.725, 0.002, 0.450], [-2.306, -0.260, -0.454], [0.544, -2.129, 4.487], [0.869, 0.231, -3.289], [-1.884, -0.779, 0.724], [0.474, 0.051, -0.071], [1.336, 0.448, 0.149], [-0.603, -0.427, 0.288], [-1.141, 0.632, -1.607], [0.036, 1.572, 0.153], [1.629, 0.380, -0.708], [0.320, 0.280, -0.124]],
  "mulliken_charge": [0.9177, -0.7107, -0.7283, -0.3029, -0.3189, 0.3327, 0.3295, 0.2997, 0.3152, 0.3781, 0.2063, 0.2817],
  "charge": 1,
  "e_tot_ha": -227.621703,
  "gap_ev": [7.810, 7.367],
  "homo_energy_ev": [-14.9, -14.9]
}


Entry 2:
{
  "formula": "C18H22NO11",
  "method": "ωB97M-V with the def2-TZVPD basis set",
  "symbols": ["O", "H", "H", "H", "C", "C", "C", "O", "C", "C", "C", "O", "O", "O", "H", "H", "C", "C", "C", "O", "C", "C", "C", "O", "O", "O", "H", "H", "C", "O", "C", "C", "N", "C", "C", "O", "C", "H", "H", "H", "H", "H", "H", "H", "H", "H", "H", "H", "H", "H", "H", "H"],
  "positions_angstrom": [[1.02514, 0.52073, 0.28087], [0.43172, 0.71420, 1.03332], [0.60450, 1.03269, -0.52504], [1.10067, -0.49562, 0.18964], [0.97197, 3.93309, -0.94781], [0.70475, 3.02151, -2.00450], [1.02029, 3.54135, -3.43965], [0.76631, 2.78510, -4.39019], [1.53737, 4.86376, -3.60329], [1.63683, 5.74998, -2.53192], [1.30844, 5.29168, -1.12372], [1.45204, 6.00067, -0.09381], [2.04275, 6.93239, -2.77075], [0.26550, 1.86948, -1.75607], [0.81032, 3.55098, 0.05464], [1.73464, 5.13544, -4.62892], [1.75735, -4.31433, 0.50678], [1.45588, -5.47653, -0.18866], [0.88312, -5.36528, -1.57287], [0.35617, -6.37889, -2.12171], [0.90444, -4.13383, -2.21382], [1.34004, -2.92099, -1.58572], [1.67167, -3.02234, -0.06027], [1.76129, -1.95547, 0.59728], [1.38241, -1.82860, -2.14866], [1.61527, -6.58003, 0.41715], [2.23659, -4.34285, 1.47871], [0.61417, -4.11333, -3.25574], [0.82861, 1.99228, 3.69627], [0.12338, 2.03693, 2.46146], [-1.27775, 1.86342, 2.58846], [-1.87975, 1.89436, 1.20738], [-1.82684, 0.61169, 0.49905], [-2.13542, -0.60266, 1.22643], [-2.08212, -1.76009, 0.26384], [-2.53268, -2.94950, 0.86655], [-1.93939, -4.11283, 0.30131], [0.62119, 1.02298, 4.15808], [0.48396, 2.86900, 4.25165], [1.90124, 2.08174, 3.54997], [-1.73900, 2.61779, 3.24630], [-1.46783, 0.97843, 3.21491], [-1.36234, 2.66680, 0.63325], [-2.92543, 2.23178, 1.24906], [-2.40873, 0.63601, -0.32556], [-3.15242, -0.62307, 1.66703], [-1.51355, -0.81818, 2.09895], [-1.08568, -1.89972, -0.17401], [-2.67183, -1.53105, -0.63985], [-2.27221, -4.16213, -0.74333], [-2.22933, -5.00308, 0.85170], [-0.84772, -4.05588, 0.25584]],
  "forces_ev_per_angstrom": [[-0.228, -0.164, 0.399], [0.373, 0.077, -0.184], [0.145, 0.419, -1.010], [0.763, -0.357, -0.237], [-0.690, -1.102, -1.283], [0.708, 1.716, 1.626], [-0.515, -0.357, -0.529], [0.096, -0.032, 0.060], [-0.822, -1.838, 0.927], [0.998, 2.245, -1.886], [0.588, -0.523, 2.113], [-0.114, 0.448, -1.262], [-0.411, -0.479, 1.099], [-0.096, -0.860, -0.389], [0.028, 0.224, 0.152], [0.123, 0.392, 0.035], [0.845, 2.601, -0.223], [0.610, -1.979, 2.151], [-1.228, -1.293, -1.533], [0.549, 0.233, 0.650], [0.719, 1.011, 0.430], [-0.544, -0.973, -0.173], [-0.669, -0.866, -0.302], [-0.099, 0.702, 0.124], [0.145, 0.473, 0.298], [-0.374, 0.536, -1.353], [-0.351, -0.338, 0.212], [-0.136, 0.142, -0.022], [-0.792, 0.129, -0.620], [0.376, -0.163, -0.202], [0.141, 0.151, 1.094], [-0.924, -0.452, -0.283], [0.528, -0.023, 0.608], [-0.990, -0.295, 0.330], [0.525, -0.483, -1.050], [-0.008, 0.033, 0.820], [0.088, 0.455, -1.002], [-0.020, 0.181, 0.511], [0.071, -0.279, 0.625], [-0.043, 0.007, -0.455], [0.304, 0.620, -0.419], [-0.067, -0.425, -0.632], [0.200, -0.156, -0.097], [-0.076, 0.086, 0.457], [0.294, 0.210, -0.210], [-0.149, 0.223, -0.055], [0.544, 0.237, -0.360], [0.220, 0.099, 0.444], [-0.361, 0.042, 0.160], [0.002, -0.455, 0.028], [-0.210, 0.120, 0.121], [-0.064, 0.083, 0.299]],
  "mulliken_charge": [-0.2603, 0.1913, 0.6619, 0.5610, -0.2920, 0.5162, 0.4909, -0.7562, -0.9506, 0.5539, 0.1173, -0.7769, -0.8183, -0.8860, 0.3808, 0.3680, -0.6713, 0.5331, 0.3608, -0.8252, -0.8142, 0.5920, 0.7288, -0.9102, -0.7169, -0.8048, 0.2829, 0.3821, -0.9190, -0.2190, -0.7158, -0.8241, 0.0799, -0.5772, -0.3098, -0.4280, -0.4625, 0.3356, 0.3019, 0.2483, 0.4848, 0.4548, 0.1769, 0.5134, 0.2128, 0.1989, 0.2254, 0.1283, 0.2544, 0.3271, 0.3197, -0.0447],
  "charge": -3,
  "e_tot_ha": -1581.347406,
  "gap_ev": 4.912,
  "homo_energy_ev": 0.9
}


Entry 3:
{
  "formula": "C12H25F3HgN3O8S",
  "method": "ωB97M-V with the def2-TZVPD basis set",
  "symbols": ["Hg", "O", "C", "C", "O", "H", "H", "H", "H", "C", "F", "F", "F", "S", "O", "O", "O", "C", "O", "N", "C", "C", "H", "H", "H", "H", "H", "H", "H", "C", "O", "N", "C", "C", "H", "H", "H", "H", "H", "H", "H", "C", "O", "N", "C", "C", "H", "H", "H", "H", "H", "H", "H"],
  "positions_angstrom": [[1.04609, -0.63520, -0.73835], [2.37442, -2.38631, -1.65557], [3.73544, -1.94112, -1.66656], [3.91684, -0.36105, -1.52622], [3.13209, 0.37813, -0.57491], [4.16182, -2.32637, -2.59278], [4.31800, -2.49757, -0.93234], [3.62037, 0.17592, -2.42726], [4.95646, -0.03362, -1.53449], [-1.32360, 1.65942, -4.25259], [-1.97805, 0.53896, -4.49574], [-1.46559, 2.48348, -5.33266], [-1.68826, 2.27863, -3.11496], [0.54351, 1.13604, -4.01132], [1.27673, 2.39441, -3.95640], [0.54946, 0.54829, -2.68561], [0.80528, 0.15823, -5.08077], [-0.36928, 2.45799, 0.25522], [0.05432, 1.28902, 0.19994], [0.22816, 3.34295, 1.07647], [-0.44006, 4.60484, 1.45113], [1.29204, 2.95633, 1.95793], [-1.18155, 2.93538, -0.31445], [-1.20274, 4.93163, 0.74428], [0.31323, 5.39214, 1.42272], [-0.88879, 4.69076, 2.44076], [1.89634, 2.13915, 1.56408], [1.98579, 3.78065, 2.12315], [0.87687, 2.72917, 2.93984], [0.24669, -2.18712, 2.39504], [0.44882, -1.53710, 1.36405], [0.70508, -1.78893, 3.60975], [0.63140, -2.57924, 4.81829], [1.47665, -0.53072, 3.85022], [-0.30594, -3.13817, 2.44307], [0.40341, -1.88603, 5.62798], [1.54851, -3.14112, 4.99510], [-0.16087, -3.32785, 4.82310], [1.23968, 0.26710, 3.14633], [1.28660, -0.15034, 4.85386], [2.55094, -0.67451, 3.73473], [-1.87456, -2.22804, -1.14257], [-0.96309, -1.41699, -1.38932], [-3.19033, -1.89715, -1.21006], [-4.23871, -2.83497, -0.77307], [-3.66743, -0.60199, -1.72203], [-1.63215, -3.24941, -0.81055], [-4.99361, -2.27447, -0.22165], [-3.92212, -3.70380, -0.19600], [-4.63103, -3.23219, -1.70923], [-2.94367, 0.08680, -2.15771], [-4.29040, -0.75502, -2.60328], [-4.26922, -0.03901, -1.00858]],
  "forces_ev_per_angstrom": [[3.716, -0.628, -1.134], [0.541, 1.149, 0.716], [-1.814, 0.405, 0.095], [-1.341, 0.948, -0.510], [-0.021, -1.650, 0.542], [0.329, 0.597, -0.667], [0.195, 0.169, 0.921], [-0.312, -0.844, -1.115], [0.713, -0.501, 0.942], [4.077, -0.177, -0.585], [-1.383, 0.070, 0.359], [-0.503, -0.344, 1.131], [-1.064, -0.146, -0.679], [0.930, -0.190, -0.238], [-0.678, -0.320, -1.201], [-1.127, -0.069, -0.353], [-0.607, 1.784, 0.874], [1.612, -1.757, 0.436], [-1.855, 2.313, 0.076], [-1.158, 1.488, 0.601], [0.745, 0.458, -0.822], [0.635, -0.070, 0.347], [-0.032, -0.607, -0.215], [0.010, -0.474, -0.230], [0.126, 0.082, -0.010], [0.031, -0.795, 0.257], [-0.352, -0.156, -0.143], [-0.105, 0.270, -0.220], [0.020, -0.366, 0.192], [1.046, 1.552, -0.661], [-1.013, -1.402, 2.154], [0.393, 0.965, 0.597], [-0.465, -0.410, -0.072], [-0.125, -0.195, -0.983], [0.008, 0.033, -0.145], [0.226, -0.276, 0.226], [0.246, 0.252, 0.220], [-0.196, 0.080, -0.414], [-0.359, -0.361, -0.209], [-0.166, -0.259, -0.001], [0.048, -0.327, 0.063], [1.369, 2.126, -0.085], [-2.712, -1.707, -0.028], [0.434, -0.013, 0.661], [0.264, 0.419, -1.269], [-0.198, -0.005, -0.747], [-0.320, 0.047, -0.040], [-0.064, -0.165, -0.041], [0.540, 0.395, 0.126], [-0.745, -0.146, 0.173], [0.790, -0.540, 0.712], [-0.429, -0.463, 0.052], [0.100, -0.242, 0.346]],
  "mulliken_charge": [2.6693, -0.8737, -0.3325, -0.5603, -0.8038, 0.2866, 0.2567, 0.1621, 0.3684, 0.5285, -0.2263, -0.2481, -0.2247, 0.9114, -0.6887, -0.9215, -0.6801, 0.1866, -0.7194, 0.1905, -1.0015, -1.0031, 0.2076, 0.3197, 0.3333, 0.3303, 0.2214, 0.3874, 0.3205, -0.0456, -0.5667, 0.1774, -0.9457, -0.6455, 0.2872, 0.3024, 0.3333, 0.3270, -0.0764, 0.3624, 0.3525, -0.0092, -0.8957, 0.2559, -0.9447, -0.7542, 0.4298, 0.2936, 0.3028, 0.3533, 0.0147, 0.3653, 0.3300],
  "charge": -1,
  "e_tot_ha": -2089.540804,
  "gap_ev": 5.197,
  "homo_energy_ev": -3.1
}


Entry 4:
{
  "formula": "H22O11",
  "method": "ωB97M-V with the def2-TZVPD basis set",
  "symbols": ["O", "H", "H", "O", "H", "H", "O", "H", "H", "O", "H", "H", "O", "H", "H", "O", "H", "H", "O", "H", "H", "O", "H", "H", "O", "H", "H", "O", "H", "H", "O", "H", "H"],
  "positions_angstrom": [[-0.58486, 0.56646, -0.20805], [-1.13119, 0.44744, 0.56885], [-0.17208, -0.28638, -0.34412], [-4.31421, -0.17067, -2.14630], [-3.64714, -0.05066, -1.47040], [-3.83936, -0.54505, -2.88832], [0.75654, -3.23301, -1.28975], [-0.16880, -3.33398, -1.06663], [1.21789, -3.77879, -0.65295], [-3.28966, 2.10180, 2.46315], [-3.68906, 1.28329, 2.75770], [-3.86209, 2.78638, 2.80942], [-0.07832, 4.15909, 1.17408], [-0.18353, 4.17405, 2.12536], [0.07205, 3.23747, 0.96373], [3.00401, -1.33634, 1.88898], [3.15892, -0.99330, 1.00890], [2.67187, -0.58715, 2.38357], [1.52333, 1.35135, 3.83178], [2.33117, 1.85151, 3.94785], [1.03409, 1.49424, 4.64199], [1.88471, -2.05892, -4.57712], [1.18130, -2.23243, -5.20269], [1.64588, -2.56549, -3.80086], [3.92093, -0.13603, -1.45484], [3.79414, -0.76632, -2.16399], [4.25196, 0.65024, -1.88892], [-1.85905, -3.33356, 2.39628], [-1.51121, -3.88302, 3.09865], [-2.77189, -3.60743, 2.30705], [-0.66838, 2.85576, -3.38474], [-0.37942, 2.24202, -2.70942], [-0.29853, 3.69743, -3.11823]],
  "forces_ev_per_angstrom": [[-0.069, 0.247, -0.242], [-0.166, 0.071, 0.284], [0.282, -0.266, -0.045], [-0.288, -0.087, 0.057], [0.216, 0.154, 0.168], [0.105, -0.028, -0.220], [0.080, 0.202, -0.338], [-0.265, -0.036, 0.069], [0.192, -0.087, 0.221], [0.266, -0.061, -0.095], [-0.106, -0.225, 0.076], [-0.124, 0.235, 0.016], [0.056, 0.299, -0.138], [-0.053, -0.027, 0.208], [-0.004, -0.348, -0.107], [0.030, -0.296, 0.107], [0.125, 0.132, -0.392], [-0.211, 0.227, 0.221], [-0.021, -0.146, -0.265], [0.245, 0.159, -0.005], [-0.172, -0.036, 0.199], [0.249, 0.141, -0.045], [-0.140, 0.011, -0.183], [-0.118, -0.166, 0.374], [-0.038, -0.067, 0.353], [-0.106, -0.198, -0.227], [0.061, 0.219, -0.066], [0.087, 0.179, -0.193], [0.166, -0.108, 0.189], [-0.256, -0.056, -0.046], [-0.092, -0.035, -0.280], [0.018, -0.221, 0.272], [0.051, 0.221, 0.075]],
  "mulliken_charge": [-0.6020, 0.2930, 0.3111, -0.6299, 0.3196, 0.3139, -0.6113, 0.3072, 0.3123, -0.6017, 0.3102, 0.2986, -0.6192, 0.2981, 0.3141, -0.6399, 0.3153, 0.3070, -0.6248, 0.3230, 0.3057, -0.6296, 0.2970, 0.3231, -0.6108, 0.3212, 0.3016, -0.6313, 0.3164, 0.3181, -0.6349, 0.3167, 0.3122],
  "e_tot_ha": -840.799068,
  "gap_ev": 11.003,
  "homo_energy_ev": -11.0
}